No. 1
Here is a molecular structure, C5H4O2S in a non-equilibrium geometry from the OMol25 dataset. Energies are from the ωB97M-V functional and the def2-TZVPD basis.

Output
Orbital gap = 10.4114 eV
Relative energy (zero: lowest compared OMol25 entry of this formula, charge and spin) = 2.959 eV
HOMO = -0.3619 Eh

```
12
C5H4O2S (the ωB97M-V functional and the def2-TZVPD basis)
C -0.142 0.289 -0.121
C -0.717 -0.470 1.087
C -1.379 -0.237 -0.785
C 1.169 -0.125 -0.629
C 2.232 -0.668 -0.821
H 0.685 2.352 0.593
H -1.081 0.249 1.736
H -0.160 -1.237 1.663
H 3.285 -1.129 -0.958
O -1.621 -1.125 0.192
O -1.904 0.036 -1.792
S -0.368 2.065 -0.165
```


No. 2
Here is a molecular structure, C23H35AsBClN10O6OsSi2 in a non-equilibrium geometry from the OMol25 dataset. Energies are from the ωB97M-V functional and the def2-TZVPD basis.

Output
Orbital gap (spin up / spin down) = 6.4750 / 6.4599 eV
Relative energy (zero: lowest compared OMol25 entry of this formula, charge and spin) = 0.728 eV
2S+1 = 2
Charge = +1
HOMO (spin up / spin down) = -0.4045 / -0.4092 Eh

```
80
C23H35AsBClN10O6OsSi2 (the ωB97M-V functional and the def2-TZVPD basis)
Os 0.023 0.024 -0.225
C 2.277 3.512 0.870
C 1.652 2.347 1.279
N 0.726 1.960 0.396
N 0.772 2.870 -0.610
C 1.695 3.799 -0.349
B -0.141 2.747 -1.862
N -1.538 2.218 -1.374
C -2.758 2.731 -1.595
C -3.681 2.012 -0.860
C -2.930 1.043 -0.200
N -1.647 1.180 -0.522
N 0.534 1.679 -2.745
C 1.228 1.685 -3.888
C 1.729 0.411 -4.102
C 1.297 -0.327 -3.013
N 0.562 0.439 -2.203
N -0.320 4.094 -2.504
C -0.770 5.216 -1.878
C -0.769 6.235 -2.792
C -0.286 5.637 -3.972
N -0.017 4.359 -3.796
H 3.039 4.068 1.385
H 1.804 1.783 2.178
H 1.855 4.618 -1.029
H -2.888 3.574 -2.251
H -4.742 2.173 -0.807
H -3.243 0.256 0.467
H 1.296 2.587 -4.469
H 2.330 0.080 -4.929
H 1.464 -1.362 -2.766
H -1.053 5.200 -0.839
H -1.065 7.257 -2.637
H -0.124 6.087 -4.937
C -0.853 2.455 3.721
Si -0.304 0.696 4.051
C -1.507 -0.186 5.179
C 1.449 0.531 4.659
As -0.638 -0.488 1.960
Si 1.248 -4.129 1.431
C 0.205 -5.601 1.910
C 1.691 -3.105 2.914
C 2.676 -4.557 0.324
H -1.197 2.879 4.667
H -1.679 2.513 3.010
H -0.044 3.075 3.337
H -1.662 0.384 6.097
H -1.133 -1.172 5.458
H -2.480 -0.322 4.704
H 1.580 1.198 5.515
H 2.197 0.782 3.910
H 1.647 -0.489 4.990
H 0.583 -6.001 2.854
H 0.245 -6.412 1.183
H -0.840 -5.331 2.071
H 0.840 -3.038 3.596
H 2.000 -2.095 2.619
H 2.522 -3.547 3.466
H 2.460 -4.324 -0.720
H 2.910 -5.621 0.390
H 3.568 -3.992 0.598
O 2.717 -0.270 1.784
Cl 3.048 -0.645 0.439
O 4.040 -1.650 0.435
O 3.374 0.472 -0.371
O 1.794 -1.264 -0.149
C -3.259 -2.819 -3.595
N -2.270 -2.940 -2.525
C -1.902 -4.131 -2.032
C -1.005 -4.226 -1.020
C -0.517 -3.016 -0.474
O 0.271 -3.004 0.559
N -0.829 -1.819 -0.982
C -1.697 -1.737 -2.075
O -1.996 -0.707 -2.627
H -3.504 -3.816 -3.950
H -2.846 -2.221 -4.404
H -4.152 -2.325 -3.219
H -2.358 -5.001 -2.483
H -0.703 -5.178 -0.625
```


No. 3
Here is 14 unconnected molecules or ions with the total composition C7H40NO13 in a non-equilibrium geometry from the OMol25 dataset. Energies are from the ωB97M-V functional and the def2-TZVPD basis.

Output
Orbital gap = 9.2228 eV
Relative energy (zero: lowest compared OMol25 entry of this formula, charge and spin) = 5.577 eV
Charge = +1
HOMO = -0.4310 Eh

```
61
C7H40NO13 (the ωB97M-V functional and the def2-TZVPD basis)
C -0.989 0.391 -0.300
C -0.058 -0.621 0.305
C 0.579 -0.115 1.643
C 0.795 -1.210 2.599
C 1.625 -1.094 3.628
C 1.059 -3.588 2.156
C 0.284 -2.508 2.183
N 1.036 -0.862 -0.604
H -1.816 -0.056 -0.674
H -1.435 1.028 0.395
H -0.423 1.068 -1.030
H -0.788 -1.501 0.558
H 1.453 0.528 1.413
H -0.173 0.753 2.053
H 1.968 -1.900 4.289
H 2.072 -0.122 3.935
H 0.584 -4.550 2.231
H 2.128 -3.698 2.314
H -0.821 -2.643 2.026
H 1.501 -0.031 -1.036
H 0.552 -1.337 -1.477
H 1.769 -1.557 -0.337
H -2.427 2.894 -0.665
H -1.769 3.974 0.233
O -1.622 3.233 -0.284
H 0.299 5.002 -1.694
H -0.181 3.649 -1.293
O 0.528 4.125 -1.514
H 3.452 2.463 1.362
H 4.581 2.130 0.518
O 3.586 1.814 0.712
H -4.166 0.412 1.269
H -4.871 -0.937 0.673
O -4.428 -0.139 0.620
H -0.859 -2.366 -3.121
H -1.683 -3.658 -3.311
O -0.744 -3.391 -3.350
H -0.548 0.079 -2.583
H -0.131 -0.336 -3.986
O -0.411 -0.730 -3.130
H -3.024 -1.268 -0.060
H -3.354 -2.486 -0.899
O -2.700 -2.190 -0.169
H 2.311 3.866 1.194
H 1.912 3.235 2.734
O 2.580 3.752 2.164
H -4.309 1.359 -0.945
H -3.495 1.466 -2.176
O -3.587 1.831 -1.395
H 1.096 2.600 -2.403
H 2.203 2.170 -1.419
O 1.259 1.838 -1.756
H -3.756 0.785 3.433
H -2.288 0.979 2.626
O -3.138 0.639 2.597
H 4.988 -1.424 -1.448
H 3.964 -1.098 -0.487
O 4.547 -0.652 -1.066
H 0.999 -3.288 -2.586
H 2.481 -3.413 -2.679
O 1.805 -3.296 -1.987
```